Arrangement w

21
Properties=species:S:1:pos:R:3 method="wB97M-V/def2-TZVPD" total_charge=0 homo_energy_ev=-9.219 smiles=CC(C)C.CN spin_multiplicity=1 orbital_gap_ev=10.335
C 1.3864 -1.1143 1.4324
C 0.9492 -0.8338 0.0009
C 0.9147 0.6701 -0.2485
C 1.8919 -1.5242 -0.9980
H 1.3552 -2.1764 1.6819
H 2.4052 -0.7576 1.5969
H 0.7272 -0.6087 2.1436
H -0.0391 -1.2756 -0.1640
H 0.7088 0.9449 -1.2866
H 1.8982 1.0768 -0.0017
H 0.1491 1.1710 0.3442
H 1.8983 -2.5948 -0.7843
H 1.5330 -1.3367 -2.0121
H 2.9265 -1.1767 -0.9703
C -2.7290 1.7140 -0.5776
N -2.3866 1.0352 0.6801
H -3.4295 1.1349 -1.1852
H -1.8071 1.9665 -1.0948
H -3.2289 2.6506 -0.3247
H -3.2119 0.8796 1.2396
H -1.9118 0.1551 0.5282

Arrangement x

21
Properties=species:S:1:pos:R:3 method="wB97M-V/def2-TZVPD" total_charge=0 homo_energy_ev=-8.574 smiles=CCC.CNC spin_multiplicity=1 orbital_gap_ev=9.630
C 3.0543 3.8368 -2.0967
C 2.3876 2.6457 -1.4497
C 1.4891 1.5904 -2.4262
H 3.3869 4.7142 -1.5896
H 2.2351 4.1852 -2.8352
H 3.8376 3.3768 -2.7766
H 1.7215 2.7906 -0.5152
H 3.2551 2.0422 -1.1550
H 2.1641 1.0096 -2.9888
H 0.6280 1.1496 -1.8657
H 0.8983 2.1237 -3.1291
C -1.2973 -2.7018 2.7126
N -2.4557 -2.5518 1.7992
C -3.7712 -3.1424 2.0696
H -1.4693 -2.4056 3.6906
H -0.9572 -3.7756 2.7516
H -0.4915 -2.0460 2.3762
H -2.2841 -2.9025 0.8628
H -4.5191 -2.5396 1.4584
H -3.9468 -3.1676 3.1383
H -3.8653 -4.2319 1.9685

Arrangement y

21
Properties=species:S:1:pos:R:3 method="wB97M-V/def2-TZVPD" total_charge=0 homo_energy_ev=-8.976 smiles=CCC.CCN spin_multiplicity=1 orbital_gap_ev=9.986
C -3.5557 2.1678 -1.9401
C -2.0615 1.9175 -1.6962
C -1.8789 0.5731 -0.9938
H -3.6790 2.2728 -3.0200
H -4.2400 1.3496 -1.5817
H -3.8167 2.9855 -1.2928
H -1.4520 1.8444 -2.6201
H -1.5054 2.6613 -1.1536
H -0.8158 0.5848 -0.6621
H -1.9526 -0.3210 -1.6223
H -2.4962 0.5148 -0.1016
C 1.4504 -1.5250 2.2555
C 2.7472 -0.9839 1.5506
N 3.3505 -2.0937 0.8198
H 1.0375 -2.3435 1.6752
H 0.7942 -0.6180 2.4436
H 1.7921 -1.9578 3.2069
H 3.4800 -0.6429 2.2773
H 2.4432 -0.0729 1.0119
H 4.0882 -1.8656 0.1737
H 2.6279 -2.7061 0.4818

Pick arrangement w: it beats the second-best structure by 19.7 kcal/mol.

Arrangement w

65
Properties=species:S:1:pos:R:3 method="wB97M-V/def2-TZVPD" total_charge=0 homo_energy_ev=-8.164 smiles="Cc1oc(-c2ccc(Cl)cc2)nc1CN1CCC(C(=O)NCCCN2CCOCC2)CC1" spin_multiplicity=1 orbital_gap_ev=8.556
C -3.3816 -1.8093 2.3050
C -4.2314 -1.4156 1.1573
O -5.3824 -0.7271 1.3593
C -5.9015 -0.5282 0.1268
C -7.1461 0.1841 -0.0469
C -7.8461 0.6832 1.0515
C -9.0337 1.3634 0.8700
C -9.5253 1.5464 -0.4140
Cl -11.0105 2.3978 -0.6427
C -8.8410 1.0552 -1.5175
C -7.6548 0.3761 -1.3325
N -5.1621 -1.0340 -0.8202
C -4.0958 -1.6069 -0.1918
C -3.0067 -2.3062 -0.9320
N -1.7012 -1.8958 -0.4412
C -0.6363 -2.7621 -0.9143
C 0.6771 -2.3884 -0.2360
C 1.0236 -0.9234 -0.5262
C 2.3982 -0.6273 0.0693
O 3.3917 -1.1675 -0.3781
N 2.4344 0.2201 1.1169
C 3.6590 0.6386 1.7621
C 4.0157 2.0878 1.4235
C 4.5222 2.1887 -0.0180
N 5.7973 1.5042 -0.1348
C 5.9362 0.6895 -1.3288
C 7.2405 -0.1003 -1.2336
O 8.3568 0.7498 -1.0850
C 8.2127 1.5502 0.0623
C 6.9364 2.3900 -0.0006
C -0.1434 -0.0552 -0.0661
C -1.4161 -0.5124 -0.7763
H -3.2578 -0.9710 2.9883
H -3.8390 -2.6306 2.8570
H -2.4150 -2.1238 1.9227
H -7.4535 0.5339 2.0455
H -9.5790 1.7512 1.7162
H -9.2392 1.2066 -2.5085
H -7.1016 -0.0171 -2.1699
H -3.1027 -3.3852 -0.7723
H -3.1372 -2.1069 -2.0083
H -0.5170 -2.6951 -2.0108
H -0.8963 -3.7938 -0.6638
H 0.5766 -2.5269 0.8425
H 1.4798 -3.0332 -0.5942
H 1.1404 -0.8152 -1.6116
H 1.5912 0.6884 1.4041
H 3.5453 0.5169 2.8438
H 4.4548 -0.0150 1.4008
H 4.7970 2.4256 2.1041
H 3.1418 2.7296 1.5580
H 4.5989 3.2453 -0.3180
H 3.7976 1.7075 -0.6789
H 5.1016 -0.0117 -1.3725
H 5.9512 1.3061 -2.2457
H 7.4116 -0.6740 -2.1454
H 7.1788 -0.7857 -0.3759
H 9.0964 2.1899 0.1052
H 8.1761 0.9133 0.9596
H 6.8367 2.9693 0.9200
H 7.0083 3.0912 -0.8533
H -0.3030 -0.1727 1.0080
H 0.0339 0.9983 -0.2945
H -1.3003 -0.3793 -1.8676
H -2.2619 0.0984 -0.4517

Arrangement x

65
Properties=species:S:1:pos:R:3 method="wB97M-V/def2-TZVPD" total_charge=0 homo_energy_ev=-8.145 smiles="Cc1oc(-c2ccc(Cl)cc2)nc1CN1CCC(C(=O)NCCCN2CCOCC2)CC1" spin_multiplicity=1 orbital_gap_ev=8.616
C 2.5461 5.0791 -1.3760
C 2.5164 3.7907 -0.6408
O 3.5408 2.9160 -0.8075
C 3.2406 1.8598 -0.0221
C 4.0915 0.6923 0.0173
C 5.3084 0.6662 -0.6639
C 6.0953 -0.4679 -0.6389
C 5.6616 -1.5834 0.0630
Cl 6.6408 -3.0058 0.0827
C 4.4541 -1.5737 0.7465
C 3.6759 -0.4355 0.7262
N 2.1230 2.0169 0.6273
C 1.6361 3.2365 0.2506
C 0.3310 3.7777 0.7388
N -0.7357 2.8319 0.4632
C -0.7798 1.7654 1.4438
C -1.6865 0.6440 0.9466
C -3.0929 1.1731 0.6940
C -4.0763 0.1666 0.0968
O -5.2042 0.4998 -0.2179
N -3.6274 -1.0922 -0.0592
C -4.4340 -2.1265 -0.6625
C -3.5713 -3.0412 -1.5273
C -2.5766 -3.8523 -0.6936
N -1.4696 -3.0528 -0.1719
C -0.8864 -3.6775 1.0097
C 0.2817 -2.8369 1.5245
O 1.2791 -2.6934 0.5430
C 0.7451 -2.0725 -0.6023
C -0.4275 -2.8696 -1.1760
C -3.0051 2.3806 -0.2461
C -2.0466 3.4292 0.3107
H 1.5332 5.4208 -1.5710
H 3.0651 5.8431 -0.7959
H 3.0721 4.9496 -2.3188
H 5.6315 1.5381 -1.2118
H 7.0383 -0.4934 -1.1624
H 4.1186 -2.4509 1.2755
H 2.7332 -0.4080 1.2461
H 0.4070 4.0101 1.8169
H 0.1283 4.7104 0.2075
H -1.1477 2.1374 2.4198
H 0.2364 1.3910 1.5746
H -1.2697 0.2676 0.0110
H -1.7002 -0.1558 1.6904
H -3.5307 1.5095 1.6422
H -2.6901 -1.3824 0.1860
H -4.9320 -2.7188 0.1168
H -5.2088 -1.6346 -1.2575
H -3.0445 -2.4441 -2.2718
H -4.2229 -3.7390 -2.0551
H -2.1934 -4.6937 -1.2955
H -3.1133 -4.2764 0.1593
H -1.6526 -3.7478 1.7854
H -0.5179 -4.6926 0.7823
H 0.7542 -3.3277 2.3772
H -0.0843 -1.8458 1.8316
H 1.5585 -2.0194 -1.3280
H 0.4204 -1.0523 -0.3528
H -0.8439 -2.3313 -2.0290
H -0.0515 -3.8469 -1.5277
H -2.6324 2.0483 -1.2169
H -3.9984 2.8073 -0.3857
H -2.4361 3.8187 1.2702
H -1.9742 4.2641 -0.3914

Pick arrangement x: it beats the second-best structure by 2.3 kcal/mol.

Arrangement w

60
Properties=species:S:1:pos:R:3 method="wB97M-V/def2-TZVPD" total_charge=+1 homo_energy_ev=-9.889 spin_multiplicity=1 orbital_gap_ev=4.649
C -1.6917 1.4226 -4.9419
C -2.0338 2.5148 -4.1333
C -2.1137 2.3707 -2.7492
C -1.9699 1.0987 -2.1548
C -2.0698 0.9321 -0.6970
C -1.5579 1.9278 0.1561
C -1.7165 1.9538 1.5270
C -1.0425 2.8707 2.3921
C -1.0985 2.7164 3.8008
C -0.4377 3.5973 4.6501
C 0.3104 4.6607 4.1186
C 0.3960 4.8240 2.7305
C -0.2720 3.9478 1.8751
C -2.7484 -0.2549 -0.1661
C -2.2150 -1.0030 0.9018
C -2.8612 -2.1520 1.3515
C -4.1154 -2.5014 0.8356
C -4.6889 -1.7319 -0.1870
C -3.9851 -0.6601 -0.7249
C -1.6853 -0.0089 -2.9890
C -1.4858 0.1646 -4.3555
H -1.5905 1.5434 -6.0228
H -2.2373 3.4843 -4.5844
H -2.3261 3.2273 -2.1104
H -1.0307 2.7406 -0.3470
H -2.3790 1.2360 2.0057
H -1.6723 1.8783 4.2065
H -0.4846 3.4518 5.7294
H 0.8609 5.3346 4.7802
H 0.9941 5.6273 2.3017
H -0.2104 4.0913 0.7992
H -1.2614 -0.6947 1.3312
H -2.3860 -2.7702 2.1121
H -4.6438 -3.3745 1.2223
H -5.6785 -1.9726 -0.5771
H -4.3934 -0.0930 -1.5641
H -1.5734 -0.9936 -2.5319
H -1.1844 -0.6864 -4.9665
C -4.9995 1.6544 4.2955
C -4.8966 2.8230 3.4067
C -4.5715 2.9458 2.0548
C -4.6975 4.3255 1.6938
C -5.0472 5.0144 2.8919
C -5.3235 6.3678 2.9523
C -5.2078 7.1004 1.7593
C -4.8671 6.4538 0.5580
C -4.6156 5.0726 0.5109
N -5.1658 4.0664 3.8945
C -5.5723 4.3643 5.2519
H -4.8029 0.7466 3.7144
H -4.2677 1.7062 5.1173
H -6.0012 1.5864 4.7461
H -4.2915 2.1560 1.3745
H -5.6418 6.8126 3.8918
H -5.4088 8.1735 1.7703
H -4.8096 7.0517 -0.3518
H -4.3581 4.5549 -0.4100
H -5.7481 5.4338 5.3186
H -6.4975 3.8302 5.5087
H -4.7967 4.0809 5.9782

Arrangement x

60
Properties=species:S:1:pos:R:3 method="wB97M-V/def2-TZVPD" total_charge=+1 homo_energy_ev=-9.261 spin_multiplicity=1 orbital_gap_ev=3.493
C 4.4437 -0.2615 2.6211
C 3.9695 1.0498 2.4509
C 2.6093 1.3064 2.5207
C 1.6959 0.2461 2.7369
C 0.2949 0.5221 2.7742
C -0.6918 -0.4319 2.6491
N -1.9874 -0.1109 2.5761
C -3.0257 -1.1017 2.3845
C -4.3426 -0.3232 2.4941
C -3.9762 1.1597 2.7229
C -2.4517 1.2608 2.5582
C 2.1833 -1.0722 2.9037
C 3.5492 -1.3130 2.8597
H 5.5128 -0.4625 2.5642
H 4.6649 1.8691 2.2602
H 2.2125 2.3181 2.4014
H 0.0131 1.5724 2.8283
H -0.4610 -1.5039 2.5737
H -2.9272 -1.5746 1.3914
H -2.9362 -1.9043 3.1317
H -4.9002 -0.4494 1.5627
H -4.9439 -0.7275 3.3140
H -4.4640 1.8239 2.0026
H -4.2581 1.4819 3.7338
H -1.9880 1.8730 3.3486
H -2.2076 1.7602 1.5983
H 1.4687 -1.8729 3.0936
H 3.9202 -2.3288 3.0133
C 0.7137 0.7745 6.4897
C -0.6979 1.0425 6.5826
C -1.2565 2.1499 5.9017
C -2.6178 2.4297 6.0011
C -3.4443 1.6317 6.8053
C -2.9027 0.5401 7.4972
C -1.5480 0.2413 7.3858
C 1.3397 -0.5214 6.5857
C 2.7714 -0.3376 6.5271
C 3.6390 -1.4117 6.6378
C 3.0929 -2.6922 6.8029
C 1.6976 -2.8786 6.8509
C 0.8131 -1.8012 6.7280
C 3.0303 1.0864 6.4013
C 1.7584 1.7671 6.3970
C 1.7235 3.1603 6.4037
C 2.9347 3.8598 6.3305
C 4.1696 3.1885 6.2868
C 4.2264 1.7872 6.3347
H -0.6103 2.7783 5.2857
H -3.0333 3.2815 5.4573
H -4.5057 1.8670 6.8953
H -3.5411 -0.0734 8.1377
H -1.1207 -0.5778 7.9656
H 4.7169 -1.2324 6.6032
H 3.7570 -3.5528 6.8963
H 1.2991 -3.8834 6.9883
H -0.2657 -1.9439 6.7444
H 0.7730 3.6808 6.4855
H 2.9187 4.9496 6.3160
H 5.0968 3.7618 6.2298
H 5.1673 1.2354 6.3130

Arrangement y

60
Properties=species:S:1:pos:R:3 method="wB97M-V/def2-TZVPD" total_charge=+1 homo_energy_ev=-10.732 smiles="CC1=[NH+]c2ccc(C)cc2[C@H]1[C@@H](C=C(c1ccccc1)c1ccccc1)c1ccccc1" spin_multiplicity=1 orbital_gap_ev=6.865
C -4.0019 -2.4357 1.0940
C -2.9794 -1.4468 1.4510
N -1.9385 -1.7671 2.1992
C -1.1600 -0.6573 2.5523
C -0.0874 -0.6223 3.4332
C 0.3836 0.6334 3.8094
C -0.2378 1.8010 3.3343
C 0.2483 3.1195 3.8473
C -1.3157 1.7251 2.4338
C -1.7730 0.4793 2.0277
C -2.9709 0.0508 1.1969
C -2.8951 0.3898 -0.2609
C -3.1389 1.8633 -0.4819
C -4.3708 2.4409 -0.5485
C -4.4970 3.9171 -0.5719
C -3.4705 4.7410 -0.0673
C -3.6201 6.1278 -0.0411
C -4.7675 6.7276 -0.5731
C -5.7746 5.9215 -1.1190
C -5.6464 4.5338 -1.1130
C -5.6245 1.6246 -0.5797
C -5.7785 0.5406 -1.4633
C -6.9416 -0.2316 -1.4409
C -7.9692 0.0719 -0.5406
C -7.8416 1.1710 0.3183
C -6.6888 1.9554 0.2772
C -1.6076 -0.1338 -0.9132
C -1.5621 -1.4754 -1.2811
C -0.3877 -2.0390 -1.7839
C 0.7362 -1.2295 -1.9822
C 0.6571 0.1368 -1.7132
C -0.5092 0.6883 -1.1619
H -4.8759 -1.9182 0.6847
H -3.6308 -3.1621 0.3521
H -4.3140 -2.9965 1.9904
H -1.7408 -2.7093 2.5318
H 0.3391 -1.5572 3.7940
H 1.2287 0.7297 4.4903
H -0.4032 3.9390 3.5316
H 0.2841 3.1168 4.9445
H 1.2649 3.3353 3.4955
H -1.8530 2.6205 2.1146
H -3.9040 0.4809 1.6028
H -3.7167 -0.1577 -0.7289
H -2.2639 2.4992 -0.5898
H -2.5620 4.2891 0.3330
H -2.8349 6.7430 0.3975
H -4.8796 7.8130 -0.5643
H -6.6689 6.3701 -1.5496
H -6.4350 3.9126 -1.5420
H -4.9925 0.3355 -2.1961
H -7.0392 -1.0637 -2.1401
H -8.8737 -0.5390 -0.5211
H -8.6434 1.4287 1.0127
H -6.6046 2.8337 0.9203
H -2.4598 -2.0930 -1.1624
H -0.3690 -3.1050 -2.0114
H 1.6588 -1.6640 -2.3672
H 1.4991 0.7990 -1.9188
H -0.5423 1.7529 -0.9279

Pick arrangement y: it beats the second-best structure by 20.0 kcal/mol.

Arrangement w

9
Properties=species:S:1:pos:R:3 method="wB97M-V/def2-TZVPD" total_charge=0 homo_energy_ev=-9.579 spin_multiplicity=1 orbital_gap_ev=10.065
O -0.5115 -1.2700 0.1609
C -1.5132 -0.3897 -0.0697
O -1.3774 0.7938 -0.2441
C 1.0134 0.7374 -0.0265
C 0.7472 -0.6277 0.1610
N 1.9281 -0.9614 0.3108
H -2.4948 -0.8800 -0.0829
H 1.1831 1.1587 -1.0163
H 1.0250 1.4390 0.8067

Arrangement x

9
Properties=species:S:1:pos:R:3 method="wB97M-V/def2-TZVPD" total_charge=0 homo_energy_ev=-10.186 spin_multiplicity=1 orbital_gap_ev=10.689
O -1.7015 2.5841 0.6554
C -1.7346 1.4585 0.5084
C -0.4404 -1.2094 -0.3932
N 0.6039 -0.6754 -0.8689
C 1.4647 0.0429 -0.0357
O 1.1424 1.0326 0.5788
H -0.6838 -1.2187 0.6744
H -1.1534 -1.6768 -1.0712
H 2.5026 -0.3377 -0.0480

Arrangement y

9
Properties=species:S:1:pos:R:3 method="wB97M-V/def2-TZVPD" total_charge=0 homo_energy_ev="-11.523 / -8.800" spin_multiplicity=1 orbital_gap_ev="10.466 / 7.116"
C 0.1653 1.3319 0.6670
C -0.2511 -1.3885 0.4631
C 0.2314 -0.0250 0.4479
N 0.3298 2.4681 0.9118
O 1.1246 -0.9192 0.1170
O -0.6049 0.8951 -1.8558
H -0.2648 -1.9322 1.3310
H -0.9801 -1.8437 -0.2899
H 0.2496 1.4135 -1.7921

Pick arrangement x: it beats the second-best structure by 45.4 kcal/mol.